No. 1
C5H2O | ωB97M-V with the def2-TZVPD basis set

```
8
Properties=species:S:1:pos:R:3:forces:R:3:nbo_charge:R:1
C 1.479 -1.664 -0.045 -4.6231 2.7667 -0.4588 -0.006
C 0.139 -0.647 -0.191 5.4231 -3.2300 0.4779 -0.152
C -1.937 0.933 -0.123 0.9744 0.5752 -0.0059 -0.611
C -0.780 0.144 -0.158 -0.3177 -0.2493 -0.0063 -0.017
C -3.074 0.279 -0.068 -1.3906 -0.9098 0.0021 0.804
O -4.035 -0.359 -0.044 0.5468 0.5516 0.0323 -0.396
H 2.328 -0.977 -0.212 -0.2193 0.3622 -0.0163 0.099
H -1.860 2.007 -0.141 -0.3936 0.1334 -0.0251 0.280
```
Forces are in eV/Å.

Results
HOMO (spin up / spin down) ... -9.24 / -9.24 eV
Energy above the lowest of the compared OMol25 structures with the same formula, charge and spin ... 290.2 kJ/mol

=====

No. 2
C5H2O | ωB97M-V with the def2-TZVPD basis set

```
8
Properties=species:S:1:pos:R:3:forces:R:3:nbo_charge:R:1
O -2.827 -0.415 -0.144 0.3695 0.3385 0.0171 -0.469
C -1.886 0.244 0.236 -0.2179 -0.1981 -0.0959 0.339
C -0.521 0.023 -0.194 0.4054 -0.0731 -0.0596 0.006
C 0.662 -0.150 -0.484 -0.7468 0.1338 0.3195 -0.063
C 1.967 -0.459 -1.291 0.2204 -0.0344 0.5397 0.039
C 2.108 -0.228 -0.029 0.0055 -0.0595 -0.4974 -0.271
H -2.014 1.085 0.943 0.0516 -0.1761 -0.0068 0.142
H 2.511 -0.100 0.963 -0.0877 0.0688 -0.2166 0.278
```
Forces are in eV/Å.

Results
HOMO ... -9.96 eV
Energy above the lowest of the compared OMol25 structures with the same formula, charge and spin ... 224.2 kJ/mol

=====

No. 3
C5H2O | ωB97M-V with the def2-TZVPD basis set

```
8
Properties=species:S:1:pos:R:3:forces:R:3:nbo_charge:R:1
C 0.996 2.042 -0.447 1.1024 0.2682 -0.9698 0.038
C -0.242 2.322 0.278 -1.2647 2.0297 0.9466 -0.067
C -1.716 0.071 -0.315 -0.3186 2.8378 1.3787 0.407
C 0.745 0.843 0.224 -1.2280 -1.2532 -0.4775 -0.218
C -0.607 1.052 -0.093 0.1219 -0.7618 0.1065 -0.101
O -2.793 0.224 0.190 0.2015 -0.3236 -0.3961 -0.426
H -1.349 -0.750 -0.820 0.1908 -2.4944 -1.4097 0.130
H 1.061 0.080 0.876 1.1946 -0.3028 0.8213 0.237
```
Forces are in eV/Å.

Results
HOMO ... -9.36 eV
Energy above the lowest of the compared OMol25 structures with the same formula, charge and spin ... 347.7 kJ/mol

=====

No. 4
C5H30N2O9 | ωB97M-V with the def2-TZVPD basis set

```
46
Properties=species:S:1:pos:R:3:forces:R:3:nbo_charge:R:1
C 1.978 1.253 -0.088 -0.0476 -1.2276 -0.7829 -0.087
O 3.151 0.471 -0.259 -0.2474 0.2172 0.0144 -0.728
C 0.994 0.524 0.801 -0.7750 1.3355 0.9651 -0.047
C -0.234 1.474 1.005 1.6577 0.6575 -0.5866 -0.509
C -1.259 1.144 -0.054 -0.0548 0.2735 1.4349 -0.167
C -2.343 1.866 -0.244 -0.5670 -0.6216 -0.6090 -0.021
N -3.364 1.436 -1.217 0.3557 -0.6379 -0.7560 -0.753
N 1.701 0.255 2.105 -0.7797 0.4501 0.6154 -0.698
H 2.217 2.222 0.353 -0.0882 0.1110 -0.0229 0.189
H 1.486 1.375 -1.054 -0.0703 0.4500 0.0124 0.206
H 3.431 0.607 -1.169 0.3314 -0.1444 0.0886 0.497
H 0.530 -0.396 0.467 1.0352 -0.4906 -0.3623 0.211
H 0.142 2.500 0.799 -0.3528 -0.5591 0.1718 0.299
H -0.513 1.531 2.056 -0.7761 -0.5066 -0.0983 0.236
H -1.070 0.220 -0.586 -0.3157 0.0434 -0.3472 0.220
H -2.647 2.762 0.272 0.2825 0.0655 0.1750 0.224
H -4.285 1.664 -0.856 -0.1707 0.1327 -0.3328 0.435
H -3.373 0.389 -1.463 -0.0948 0.2057 0.8481 0.472
H -3.180 1.819 -2.171 -0.0939 0.7628 0.5169 0.471
H 1.444 0.964 2.788 -0.0422 0.2333 0.0444 0.421
H 2.715 0.326 2.015 0.1337 -0.5923 -0.3072 0.453
H 1.418 -0.666 2.523 0.7232 -0.2502 -0.4560 0.489
H 1.439 -2.656 -3.130 0.2370 -0.0754 -0.0393 0.487
H 2.584 -2.452 -2.108 -0.0760 -0.1104 -0.1328 0.487
O 1.674 -2.210 -2.310 -0.3535 0.2205 0.2424 -0.972
H -1.490 -4.435 2.335 0.2112 0.0622 0.3920 0.490
H -1.757 -3.443 1.271 0.1133 0.0538 0.1059 0.478
O -1.248 -3.532 2.090 -0.4065 -0.3776 -0.2894 -0.971
H -2.891 -1.717 -1.275 -0.0704 0.2642 -0.0907 0.518
H -4.372 -1.688 -1.694 -0.0878 0.1423 -0.1700 0.508
O -3.551 -1.185 -1.769 0.1532 -0.3940 0.2213 -0.973
H -0.705 -2.449 -1.002 -0.2090 -0.2430 -0.2236 0.510
H -0.931 -2.024 0.401 -0.3161 -0.0560 0.1966 0.495
O -1.436 -2.255 -0.392 0.9106 0.2147 -0.1459 -0.975
H 2.379 -2.831 2.263 0.1377 0.5397 -0.1196 0.524
H 1.017 -3.000 2.945 -0.3146 0.1432 -0.1238 0.510
O 1.556 -2.355 2.469 -0.1699 -0.6115 0.2706 -0.992
H 4.717 -2.382 0.985 0.5510 0.1972 0.3309 0.502
H 4.625 -1.660 2.419 0.7026 -0.2889 -0.2741 0.494
O 4.150 -2.050 1.683 -1.1214 0.0266 0.0493 -0.986
H -0.672 4.547 -0.196 -0.0086 -0.1368 -0.0928 0.481
H 0.754 4.966 -0.034 0.1772 -0.1632 -0.0223 0.495
O 0.213 4.169 -0.121 -0.0838 0.7716 -0.0908 -0.953
H -1.466 1.549 -3.605 0.1183 0.0292 0.0935 0.485
H -1.776 2.955 -4.017 -0.1063 0.2302 0.1801 0.506
O -1.751 2.394 -3.230 -0.0313 -0.3464 -0.4932 -0.961
```
Forces are in eV/Å.

Results
HOMO ... -16.28 eV
Total charge ... +2
Energy above the lowest of the compared OMol25 structures with the same formula, charge and spin ... 182.5 kJ/mol